Entry from the Open Molecules 2025 dataset: a 2-piece molecular cluster, C9H12ClF10N2O6S2 overall (ωB97M-V/def2-TZVPD).

Last columns: bonded neighbours and bond lengths (Å).
Cartesian coordinates (Å):
1 C 2.32 -2.39 1.37  C2 1.537, H23 1.095, H24 1.090, H25 1.084
2 C 3.16 -1.11 1.26  C1 1.537, C3 1.558, H26 1.090, H27 1.092
3 C 2.55 -0.06 0.29  C2 1.558, N4 1.496, H28 1.091, H29 1.089
4 N 1.26 -0.48 -0.34  C3 1.496, N5 1.435, H30 1.018
5 N 0.31 0.57 -0.07  N4 1.435, C6 1.413, H31 1.026
6 C -1.03 0.14 -0.07  N5 1.413, F7 1.344, C8 1.528, S13 1.866
7 F -1.66 0.31 -1.25  C6 1.344
8 C -1.28 -1.30 0.35  C6 1.528, O9 1.424, H32 1.091, H33 1.096
9 O -1.04 -2.22 -0.71  C8 1.424, C10 1.363
10 C -1.33 -3.52 -0.43  O9 1.363, F11 1.350, Cl12 1.803, H34 1.089
11 F -1.73 -3.73 0.84  C10 1.350
12 Cl 0.09 -4.60 -0.70  C10 1.803
13 S -1.86 1.21 1.21  C6 1.866, O14 1.428, O15 1.421, C16 1.873
14 O -3.21 0.82 1.48  S13 1.428
15 O -1.78 2.54 0.72  S13 1.421
16 C -0.86 1.20 2.79  S13 1.873, F17 1.292, F18 1.341, C19 1.556
17 F -0.26 2.33 2.98  C16 1.292
18 F 0.11 0.27 2.76  C16 1.341
19 C -1.73 0.82 4.02  C16 1.556, F20 1.301, F21 1.328, F22 1.298
20 F -2.27 -0.35 3.89  C19 1.301
21 F -0.91 0.75 5.06  C19 1.328
22 F -2.61 1.75 4.28  C19 1.298
23 H 2.89 -3.17 1.90  C1 1.095
24 H 1.41 -2.20 1.95  C1 1.090
25 H 2.08 -2.81 0.40  C1 1.084
26 H 3.27 -0.74 2.28  C2 1.090
27 H 4.14 -1.39 0.86  C2 1.092
28 H 3.25 0.23 -0.49  C3 1.091
29 H 2.34 0.83 0.88  C3 1.089
30 H 1.43 -0.43 -1.34  N4 1.018
31 H 0.41 1.31 -0.77  N5 1.026
32 H -0.73 -1.51 1.28  C8 1.091
33 H -2.34 -1.36 0.61  C8 1.096
34 H -2.12 -3.85 -1.11  C10 1.089
35 C -1.14 2.65 -4.59  F36 1.348, F37 1.351, F38 1.348, S39 1.846
36 F -1.82 3.31 -3.64  C35 1.348
37 F -1.48 1.35 -4.48  C35 1.351
38 F -1.61 3.08 -5.78  C35 1.348
39 S 0.69 2.90 -4.44  C35 1.846, O40 1.452, O41 1.445, O42 1.446
40 O 0.99 2.39 -3.12  S39 1.452
41 O 0.86 4.33 -4.58  S39 1.445
42 O 1.24 2.13 -5.53  S39 1.446

total charge: -1
energy above the lowest of the compared OMol25 structures with the same formula, charge and spin: 0.480 eV
calculated total energy: -3166.342433 a.u.
gap between HOMO and LUMO: 8.33 eV
E_HOMO: -0.219 Eh